Below is a cluster of 3 separate species, C8H23NO3 in total at a distorted geometry, with properties calculated with ωB97M-V with the def2-TZVPD basis set.

```
35
Properties=species:S:1:pos:R:3:forces:R:3:lowdin_charge:R:1
C -0.67226 2.95068 -0.03015 -1.0175 2.5281 0.5632 -0.0895
C 0.09869 3.33760 1.24305 -0.5960 0.0523 -1.7789 -0.2948
O 0.87276 2.24512 1.55062 1.6203 -1.2696 1.7674 -0.1012
H -0.04591 2.88257 -0.91962 -0.1104 -0.0054 0.2175 0.0773
H -1.29112 3.84062 -0.14471 -0.5360 -0.0399 -0.6339 0.0777
H -1.33483 2.09353 0.08979 0.2240 0.0006 0.0433 0.0784
H -0.55903 3.60708 2.06942 0.0264 -0.2641 0.0178 0.1219
H 0.76449 4.17578 1.03746 -0.2549 0.4091 0.0103 0.1181
H 1.62580 2.24851 0.95521 0.2611 -0.0514 0.1465 0.1075
C -1.47651 -0.21608 2.38829 -0.3036 2.1055 1.0262 -0.0767
C -0.02998 -0.70801 2.54092 -0.7235 -1.0124 2.1749 -0.3004
O 0.75535 -0.51837 1.44902 4.1537 1.0636 1.6711 -0.1937
H -1.49756 0.86682 2.26587 0.2131 0.5415 0.4812 0.0635
H -2.05697 -0.42692 3.28646 -0.0484 -0.1712 -0.1369 0.0876
H -2.00362 -0.47315 1.46950 -0.3436 -1.0294 0.9255 0.0708
H -0.19745 -1.75464 2.79511 0.7414 -0.4781 -0.4491 0.1211
H 0.65348 -0.32351 3.29797 -1.3712 0.4906 1.3207 0.1261
H 0.67228 0.42048 1.26662 0.5717 0.3890 0.1747 0.0331
C 0.70920 0.41579 -0.91945 2.2408 1.1387 -1.1976 -0.0855
C -0.39948 -0.54626 -1.19344 0.2894 -0.7998 0.6371 -0.3881
C -0.05316 -1.57975 -2.24595 -0.3485 -0.6873 -1.3757 -0.2049
O 0.80178 -2.62859 -1.81563 0.1783 0.7549 0.3592 -0.2035
C 1.09054 -3.64822 -2.78135 -0.1688 1.2029 1.3411 -0.0800
N -0.64399 -1.22781 0.04979 -3.5145 -1.6581 -2.7645 0.0183
H 1.13753 0.87714 -1.80928 -0.0939 -0.0108 -0.5605 0.0922
H 1.54108 -0.12134 -0.46388 0.0716 -0.0658 -0.2599 0.1030
H 0.52494 1.28866 -0.29316 -0.4269 -1.1692 -0.2883 0.0075
H -1.30933 -0.03024 -1.50000 -0.0925 0.0625 -0.2991 0.1412
H 0.34121 -1.09928 -3.14133 0.4759 0.2883 -0.1347 0.1192
H -0.96452 -2.05219 -2.61245 -0.4898 -0.0698 0.1996 0.1172
H 0.15778 -3.95395 -3.25527 0.0842 -0.3899 -0.1155 0.0844
H 1.54646 -4.39057 -2.12624 -0.1133 -0.4751 -0.6414 0.0908
H 1.81298 -3.28318 -3.51138 -0.0047 -0.0624 -0.2244 0.0823
H -0.75159 -0.49961 0.74134 -0.1029 -1.3671 -1.9514 -0.0097
H 0.18095 -1.76867 0.26672 -0.4908 0.0492 -0.2656 0.0889
```
Positions in Å, forces in eV/Å.

For the electronic energy, the calculation gives -16296.34040 eV. The energy above the lowest of the compared OMol25 structures with the same formula, charge and spin comes out at 3.302 eV. The charge is 0. As for the SMILES: COC[C@H](C)N.CCO.CCO. The HOMO energy is -7.50 eV. The orbital gap comes out at 8.20 eV.


Below is a cluster of 4 separate species, C21H64BN11O5P3 in total at a distorted geometry, with properties calculated with ωB97M-V with the def2-TZVPD basis set.

```
105
Properties=species:S:1:pos:R:3:forces:R:3:lowdin_charge:R:1
C 0.41987 0.91208 -4.03329 0.2387 0.4585 0.2149 -0.1304
C 1.63593 1.84623 -4.06972 -0.1580 -0.3363 -0.8789 -0.3346
N 2.91952 1.12006 -4.01239 -0.2041 0.3145 0.2960 -0.1946
N 3.74671 1.41083 -2.86445 -0.2867 0.0589 -0.1807 -0.1843
C 3.19313 0.69170 -1.71148 0.1774 0.8850 -0.2898 -0.2477
B 2.75372 1.68336 -0.57207 0.5014 -0.5138 -1.1173 -0.6970
O 3.32840 2.95600 -0.56878 -0.5730 -0.1796 1.2445 0.0729
O 1.80154 1.32937 0.38916 -0.1267 0.9228 0.4687 0.1012
H 0.52399 0.19569 -3.22240 -0.1450 -0.1787 -0.0275 0.0288
H 0.35331 0.38507 -4.98289 -0.0380 -0.2613 0.0649 0.0534
H -0.49725 1.49568 -3.90217 -0.1121 -0.0425 0.0236 0.0492
H 1.55996 2.63886 -3.31508 0.2353 -0.0751 0.2410 0.0804
H 1.59170 2.34583 -5.05026 -0.0302 0.2457 0.0339 0.0808
H 3.45044 1.48197 -4.79046 0.2453 -0.1529 0.0101 0.0529
H 3.99373 0.05830 -1.24778 -0.2128 -0.3880 0.0830 0.0808
H 2.34994 0.06268 -2.02975 0.1214 -0.4644 0.2640 0.0675
H 2.73740 3.47337 -1.12408 0.3643 0.3312 -0.4469 0.0830
H 0.99894 1.04716 -0.05120 0.0133 -0.6157 -0.0499 0.0807
O 0.51828 -2.41392 -2.64042 -2.1078 0.9484 2.7977 -0.2760
P 0.41169 -3.80030 -2.07484 3.6617 -3.3559 -4.1367 0.7257
N 2.08135 -4.05862 -1.73689 0.0799 0.6838 0.4255 -0.3104
C 2.85664 -5.23190 -2.05236 -0.1980 -0.4095 0.2487 -0.1370
C 2.72834 -3.13548 -0.81235 -0.0863 0.2920 -0.1237 -0.1277
N -0.14173 -4.58857 -3.52521 -0.3911 -0.1128 -0.1115 -0.3503
C 0.78563 -5.23143 -4.42872 0.2181 -0.1711 0.1925 -0.1422
C -1.12384 -3.80826 -4.27043 0.0258 0.2543 0.0509 -0.1431
N 0.00345 -5.24408 -1.17792 -1.4328 1.3006 0.9192 -0.3064
C 0.23275 -5.28726 0.26088 0.5783 0.3901 0.0062 -0.1409
C -0.72074 -6.40237 -1.68149 -0.6242 0.0294 -0.0203 -0.1201
H 2.34772 -6.17243 -1.79604 -0.0558 0.0306 -0.0843 0.0694
H 3.79431 -5.22910 -1.49515 -0.0643 0.1073 0.1356 0.0775
H 3.13327 -5.26141 -3.10917 -0.0409 -0.0605 -0.0046 0.0660
H 2.67005 -3.49509 0.22781 0.1053 -0.0243 -0.0318 0.0676
H 2.25740 -2.15431 -0.85529 -0.0036 -0.0011 -0.0908 0.0581
H 3.77839 -2.98876 -1.06791 -0.0090 0.0157 -0.0546 0.0812
H 1.55189 -4.54232 -4.81305 0.0177 -0.0596 -0.0387 0.0919
H 0.23970 -5.64413 -5.28121 -0.0965 0.1224 -0.0081 0.0775
H 1.27682 -6.08414 -3.95620 0.0801 0.0848 0.0387 0.0539
H -0.65684 -3.03028 -4.88617 -0.0447 0.0377 0.0155 0.0812
H -1.82799 -3.32267 -3.59456 0.0200 0.0163 0.0023 0.0594
H -1.69798 -4.47444 -4.92323 0.0704 -0.0798 0.0223 0.0753
H 1.20813 -5.73935 0.48078 -0.0788 -0.1096 0.0821 0.0799
H -0.54748 -5.83596 0.79002 -0.0302 -0.0323 -0.1014 0.0713
H 0.24543 -4.28228 0.68404 0.0959 0.0153 0.0119 0.0682
H -0.03929 -7.08845 -2.19426 -0.0116 0.0544 -0.0785 0.0744
H -1.52164 -6.13184 -2.36116 0.0875 0.0101 -0.1045 0.0769
H -1.18613 -6.95462 -0.85925 0.1367 0.0934 0.1225 0.0706
O 3.12831 7.16295 2.06991 1.3583 -1.7782 -1.8319 -0.3019
P 3.16443 5.98332 2.98591 -1.9996 1.6136 4.1552 0.6612
N 1.51433 5.56656 3.10215 -0.1093 0.3372 -0.5715 -0.3073
C 0.81010 5.18194 4.30003 0.1855 -0.4124 0.2349 -0.1357
C 0.79929 5.30155 1.85900 0.0184 0.1651 -0.2187 -0.1221
N 3.79870 6.76604 4.41086 -0.0682 -0.0081 0.2300 -0.3389
C 2.93037 7.16844 5.49405 -0.1550 -0.2598 0.1021 -0.1473
C 4.76690 7.81263 4.12145 -0.0310 0.0680 -0.1832 -0.1581
N 3.75508 4.48759 3.48846 0.8958 -0.1213 -1.8057 -0.3008
C 3.47047 3.33716 2.61730 -0.5413 -0.0321 0.1551 -0.0982
C 4.67650 4.22149 4.58285 0.3910 0.0750 0.0050 -0.1122
H 1.35918 4.45086 4.90880 0.0665 0.0740 0.0010 0.0769
H -0.14240 4.71534 4.04763 0.0651 -0.0746 -0.1724 0.0771
H 0.56888 6.04679 4.92449 0.0363 -0.0507 0.0384 0.0606
H 0.84465 4.24024 1.58361 -0.0738 0.0076 0.0149 0.0741
H 1.23160 5.87631 1.04068 0.0803 0.0276 0.0638 0.0724
H -0.25073 5.59537 1.93899 0.0213 0.0387 0.0732 0.0763
H 2.14484 7.87055 5.17375 -0.0110 0.0052 0.0862 0.0861
H 3.51842 7.65204 6.27852 0.0781 0.0779 -0.0967 0.0759
H 2.46377 6.30452 5.97020 -0.0696 0.0306 -0.0894 0.0580
H 4.28940 8.75844 3.83586 0.0575 0.0116 -0.0528 0.0780
H 5.42765 7.51649 3.30779 -0.0376 0.0238 -0.0317 0.0743
H 5.38876 7.98884 5.00529 -0.0708 -0.0500 0.0585 0.0751
H 2.60065 2.78453 2.98890 0.0512 -0.0669 -0.0156 0.0883
H 4.30974 2.64623 2.55166 0.1231 0.1313 0.0672 0.0877
H 3.25454 3.64499 1.59900 -0.0487 0.0028 -0.1099 0.0517
H 4.13516 4.14482 5.53089 0.0383 0.0865 0.0134 0.0766
H 5.44643 4.97963 4.68118 -0.0667 0.0973 0.0672 0.0700
H 5.19457 3.27404 4.42096 -0.1618 -0.0482 -0.1590 0.0752
O -3.66251 -2.76569 -1.52501 -2.4079 -2.3529 -0.8947 -0.2939
P -4.70430 -2.31335 -0.54041 3.1284 4.1693 2.0090 0.6705
N -5.00755 -0.74935 -1.16772 -0.1135 -0.1991 -0.3969 -0.3085
C -5.14586 0.47396 -0.41009 -0.3956 -0.0032 0.3268 -0.1271
C -5.43413 -0.65372 -2.55529 0.2303 -0.1734 -0.1893 -0.1338
N -3.70924 -2.33225 0.87031 -0.4810 0.1804 0.3646 -0.3413
C -3.02928 -1.12105 1.28332 0.0431 0.1194 0.0490 -0.1215
C -2.86879 -3.51289 0.95353 0.1104 -0.0969 0.0452 -0.1512
N -6.13114 -2.38324 0.38141 -0.4375 -1.6887 -1.1831 -0.3078
C -7.39999 -2.38085 -0.34809 0.0141 0.3276 -0.1320 -0.1199
C -6.24325 -2.64068 1.81100 0.0397 -0.3558 0.2151 -0.1074
H -5.79306 0.36725 0.47126 0.0765 -0.0705 0.0307 0.0762
H -5.59321 1.25416 -1.02607 -0.0972 -0.1218 -0.1090 0.0788
H -4.17733 0.86051 -0.08874 -0.0285 -0.0019 0.0400 0.0669
H -6.53015 -0.68123 -2.64825 0.0146 0.1140 -0.0278 0.0679
H -5.02817 -1.48046 -3.13770 0.0567 -0.0207 0.0815 0.0702
H -5.07363 0.26770 -3.01570 0.0355 0.0126 0.0485 0.0829
H -2.35751 -0.72504 0.50909 0.0129 0.0434 0.0497 0.0940
H -2.43638 -1.32039 2.17875 0.0591 -0.1402 -0.0562 0.0827
H -3.74087 -0.34746 1.57134 -0.0005 -0.0242 -0.0840 0.0576
H -1.98456 -3.47943 0.30815 -0.0330 0.0739 -0.0626 0.0572
H -3.43365 -4.40511 0.67678 0.0031 -0.0089 -0.0307 0.0776
H -2.54202 -3.64160 1.99014 0.0159 0.0473 0.0080 0.0835
H -7.83339 -1.37472 -0.37627 -0.0328 -0.0286 0.0115 0.0833
H -8.12805 -3.05377 0.10522 0.0771 -0.0494 0.0636 0.0745
H -7.26319 -2.71576 -1.37619 0.0187 0.0782 -0.0437 0.0740
H -6.10989 -1.71597 2.37810 0.0979 -0.0319 0.0019 0.0818
H -5.52443 -3.37278 2.16292 0.1209 0.0853 0.0044 0.0713
H -7.23263 -3.03696 2.05290 -0.0615 0.0672 -0.2026 0.0736
```
Positions in Å, forces in eV/Å.

For the electronic energy, the calculation gives -77983.02588 eV. The charge is -1. The HOMO energy is -0.77 eV. The orbital gap comes out at 2.63 eV.


Below is a cluster of 2 separate species, ClNO3S in total at a distorted geometry, with properties calculated with ωB97M-V with the def2-TZVPD basis set.

```
6
Properties=species:S:1:pos:R:3:forces:R:3:lowdin_charge:R:1
N -0.94164 0.44770 -0.14443 -1.0346 4.5446 -1.7415 -0.5444
O -1.21935 1.14709 -1.07427 -0.3176 -3.1409 2.9062 -0.0014
O 1.76605 -0.81862 1.24433 -0.1553 1.1220 -0.6095 -0.4030
O 0.74627 -0.57319 -0.94470 1.9178 -0.1960 -0.2718 -0.4921
S 1.39785 0.08144 0.17218 0.4999 -1.9935 0.3045 0.8953
Cl -1.80344 -1.06034 0.29588 -0.9103 -0.3362 -0.5879 0.5456
```
Positions in Å, forces in eV/Å.

For the electronic energy, the calculation gives -30986.15965 eV. The energy above the lowest of the compared OMol25 structures with the same formula, charge and spin comes out at 1.091 eV. The charge is 0. The HOMO energy is -10.64 eV. The orbital gap comes out at 9.13 eV.